[1]
60
Properties=species:S:1:pos:R:3:forces:R:3:lowdin_charge:R:1 method="wB97M-V/def2-TZVPD" e_above_lowest_kj_mol=190.8 lumo_energy_ev=-0.640 molar_mass_da=337.4 smiles=CC1(C)CCCC(C)(C)N1O.O.O.O.O.O.O.O.O.O.O
C -0.359545 -3.689402 -1.432241 0.222 -0.125 1.007 -0.013
C -0.519516 -2.449967 -0.491008 -1.789 -0.755 -1.115 -0.499
C -1.609890 -1.558613 -1.112706 -0.521 0.436 -1.910 -0.152
C -3.063087 -2.029225 -1.119257 0.701 -0.631 2.105 -0.171
C -3.428172 -2.327533 0.360256 -0.653 -0.435 -1.559 -0.129
C -2.409690 -3.174780 1.152520 -0.494 -0.360 -0.599 -0.498
N -1.014014 -2.773857 0.849185 0.016 1.574 0.325 -0.107
O -0.065234 -3.531969 1.560349 -0.027 -0.574 0.024 -0.016
C -2.673293 -2.939722 2.638175 0.772 0.137 0.572 -0.040
C -2.644248 -4.654212 0.804040 0.462 -0.230 -0.361 -0.032
C 0.751714 -1.618873 -0.407043 -0.064 0.109 0.274 -0.031
H -0.180696 -4.526323 -0.754112 0.373 -0.215 -0.389 0.077
H 0.462075 -3.564349 -2.135895 0.112 -0.047 0.100 0.078
H -1.246628 -3.941102 -2.013303 -0.119 0.224 0.119 0.067
H -1.542168 -0.550897 -0.694347 -0.005 0.049 -0.112 0.103
H -1.474164 -1.571892 -2.204623 1.082 0.803 0.163 0.123
H -3.168287 -2.914326 -1.752544 0.072 -0.154 0.226 0.100
H -3.784970 -1.320762 -1.523766 0.341 0.363 -0.022 0.111
H -4.344335 -2.910289 0.214327 -0.106 -0.038 0.931 0.115
H -3.700317 -1.398840 0.860438 0.253 0.049 0.147 0.116
H -1.989642 -3.592738 3.184779 -0.117 0.125 0.258 0.080
H -2.469470 -1.902393 2.917272 0.321 -0.003 -0.188 0.084
H -3.678884 -3.096914 3.029065 -0.177 -0.464 -0.623 0.088
H -2.543931 -4.843476 -0.268244 -0.310 0.289 -0.069 0.070
H -1.863569 -5.296376 1.217478 -0.191 0.087 0.465 0.083
H -3.635455 -4.975979 1.119655 0.059 -0.103 0.118 0.086
H 0.457679 -0.734969 0.164422 0.452 0.140 0.035 0.066
H 1.112118 -1.315168 -1.391193 -0.310 0.029 -0.125 0.080
H 1.594593 -2.115056 0.072840 -0.188 -0.165 0.198 0.086
H 0.362316 -2.904923 2.154709 -0.113 0.021 -0.005 0.109
O 2.737502 0.328095 1.917188 0.077 -0.116 -0.068 -0.050
H 3.637250 -0.009826 1.980872 -0.099 -0.060 0.069 0.039
H 2.625157 0.555887 0.986434 -0.075 0.203 0.010 -0.006
O -0.935871 2.346216 -1.424851 -0.138 -0.046 -0.253 -0.044
H -1.683028 1.796344 -1.163306 0.079 0.040 0.077 0.038
H -0.403044 1.774170 -1.987450 -0.015 -0.060 0.120 0.007
O -0.550904 1.634306 1.770038 -0.033 -0.175 -0.069 -0.053
H 0.361777 1.944133 1.713901 -0.075 -0.004 0.025 0.013
H -0.479594 0.673296 1.801471 0.037 0.063 0.076 0.019
O 1.945057 2.256292 -0.420902 0.288 -0.609 0.136 -0.071
H 1.691629 1.533229 -1.029675 -0.047 0.790 0.277 0.009
H 2.260980 2.969678 -1.000815 -0.165 -0.207 0.074 0.009
O -0.920290 4.600275 0.647866 0.377 0.252 -0.086 -0.058
H -1.775892 4.170344 0.569131 0.055 -0.056 0.017 0.036
H -0.295026 3.944600 0.310358 -0.274 -0.171 -0.015 -0.002
O 2.422156 4.316945 2.024414 -0.229 -0.128 0.122 -0.062
H 1.885425 4.881788 1.451464 0.296 -0.050 -0.005 -0.006
H 2.314579 3.428818 1.664835 0.156 0.087 -0.037 -0.011
O 1.632056 1.101386 -2.919927 0.067 -0.044 -0.336 -0.044
H 1.397318 1.814052 -3.527614 -0.012 -0.078 0.040 0.063
H 2.589419 1.009088 -3.003090 -0.105 -0.077 -0.043 0.067
O 2.641389 4.332054 -2.346403 0.643 -0.134 -0.022 -0.046
H 2.988067 4.034600 -3.194929 -0.083 0.142 -0.012 0.070
H 3.401966 4.750547 -1.908683 -0.090 -0.084 -0.106 0.087
O 5.040298 2.553076 1.106013 0.224 -0.210 -0.168 -0.052
H 4.531473 1.947509 0.557086 -0.134 0.136 0.065 0.002
H 5.122226 2.103297 1.953363 -0.091 0.165 0.029 0.035
O 1.800067 5.992413 -0.335213 -0.309 -0.106 -0.016 -0.054
H 1.820426 5.415281 -1.113341 -0.426 0.339 0.255 -0.005
H 0.866122 6.027048 -0.077484 0.047 0.061 -0.145 0.036

***

[2]
22
Properties=species:S:1:pos:R:3:forces:R:3:mulliken_spin:R:1 method="wB97M-V/def2-TZVPD" e_above_lowest_kj_mol=221.7 charge=+4 lumo_energy_ev="-17.615 / -21.446" spin_multiplicity=6 molar_mass_da=499.1
Ir -0.402576 -0.556482 -3.545632 -2.735 0.093 -3.715 1.779
Ti 0.043364 0.016105 -1.433723 2.645 3.331 5.852 0.716
Cl -1.689652 1.404805 -1.897895 -0.174 -0.336 0.203 0.372
Cl 2.184695 0.368393 -1.975861 -0.983 -0.270 -0.788 0.365
C -0.667797 -1.905916 -1.882607 -3.457 -5.095 1.608 0.055
C -0.544149 1.206592 -4.347344 -0.984 8.434 -2.553 0.060
C 0.634181 -1.846805 -4.315772 6.057 -7.535 -4.576 0.042
O -1.172951 -2.916865 -1.573535 2.303 3.866 -1.370 0.293
O -0.634352 2.320077 -4.675037 0.654 -5.787 1.161 0.093
O 1.347339 -2.619900 -4.806059 -3.055 3.398 2.094 0.179
N 0.200746 0.475728 6.006482 -0.232 0.000 -2.746 -0.068
C 0.109365 0.456295 4.832404 -0.044 -0.186 1.107 0.032
C 0.051304 0.374625 3.372350 -0.446 0.382 2.008 -0.015
C 1.226236 0.086118 2.683110 0.604 -0.033 1.748 0.217
C 1.233561 0.069073 1.295494 -1.110 0.359 -1.768 0.334
N 0.064031 0.323281 0.609942 0.199 -0.394 -0.141 -0.018
C -1.092490 0.621766 1.255995 0.632 -0.192 -1.052 0.321
C -1.139965 0.619890 2.653318 0.068 0.199 1.942 0.222
H 2.135634 -0.102420 3.255549 0.036 -0.030 -0.167 0.000
H 2.132905 -0.106586 0.682222 -0.357 -0.007 0.622 0.006
H -1.953863 0.869327 0.613354 0.276 -0.148 0.710 0.014
H -2.065566 0.842890 3.193242 0.104 -0.049 -0.179 0.001

***

[3]
21
Properties=species:S:1:pos:R:3:forces:R:3:lowdin_charge:R:1 method="wB97M-V/def2-TZVPD" charge=+1 lumo_energy_ev="-7.275 / -7.295" molar_mass_da=461.4
Pt -0.488098 -0.344615 0.030120 0.213 0.378 -0.267 0.624
S -1.022290 -1.557482 -1.752155 -0.072 0.062 -0.078 0.790
C 0.419652 -2.074638 -2.395511 -0.091 -0.044 0.094 -0.667
C 0.398152 -2.830041 -3.607244 -0.031 0.027 -0.037 -0.225
N 0.373381 -3.428904 -4.587022 0.006 -0.006 0.015 0.248
C 1.634920 -1.793054 -1.732847 0.062 0.060 0.080 -0.677
S 1.627295 -1.024564 -0.261456 0.053 -0.241 0.212 0.838
C 2.887584 -2.164210 -2.311011 0.018 0.005 -0.005 -0.229
N 3.894790 -2.465952 -2.773161 -0.004 0.004 0.003 0.244
O -0.073783 0.571792 1.769593 0.175 -0.026 -0.104 -0.335
N -0.807025 1.647196 2.094989 -0.098 -0.101 0.037 -0.185
C -0.475501 2.271684 3.247200 0.017 0.022 0.028 0.022
C -1.199612 3.353124 3.661655 0.019 -0.013 0.002 -0.005
C -2.274020 3.796929 2.884768 -0.005 -0.006 -0.025 -0.014
C -2.584396 3.144147 1.716564 -0.010 0.026 0.011 -0.048
C -1.829184 2.038915 1.319120 0.056 0.014 -0.110 -0.599
S -2.126341 1.179290 -0.157136 -0.302 -0.155 0.143 0.684
H 0.366760 1.842688 3.768002 -0.002 -0.004 -0.001 0.154
H -0.928284 3.844401 4.583901 0.003 -0.001 -0.001 0.128
H -2.856327 4.651618 3.199000 -0.004 -0.003 -0.001 0.129
H -3.403193 3.460572 1.086325 -0.003 -0.001 0.006 0.125

***

[4]
22
Properties=species:S:1:pos:R:3:forces:R:3:lowdin_charge:R:1 method="wB97M-V/def2-TZVPD" charge=-1 lumo_energy_ev="1.779 / 1.752" molar_mass_da=424.9
Pd -0.413600 1.727209 -0.533482 0.609 -0.201 0.205 0.466
S 1.082436 1.986353 6.557591 0.041 -0.099 0.098 0.447
C 0.757665 1.973205 4.939113 -0.074 0.256 -0.145 -1.545
S 1.948358 2.215745 3.716417 -0.015 -0.058 -0.010 0.874
C 0.906444 2.119341 2.309531 -0.798 -0.064 0.830 -1.203
C -0.413664 1.946097 2.585563 1.015 0.099 0.544 -1.182
S -1.659981 1.939841 1.405774 0.070 -0.385 -1.148 0.493
S -0.824664 1.793181 4.282682 0.042 -0.045 -0.069 0.865
S 1.578989 2.242726 0.743669 -0.375 0.189 -1.038 0.526
O 1.223399 0.404147 -4.111963 -0.011 0.052 -0.045 0.027
C 0.628293 0.613156 -3.063301 -0.058 -0.467 -0.060 -0.627
O 0.428426 1.733763 -2.498501 -0.033 0.354 0.869 -0.150
C 0.035565 -0.608964 -2.345919 0.078 0.010 -0.053 -0.177
C 0.271186 -1.894227 -2.815743 0.004 0.071 0.037 -0.003
C -0.254179 -2.966933 -2.120021 -0.017 -0.005 0.028 -0.064
C -1.001916 -2.727719 -0.973837 0.055 0.031 -0.056 -0.065
C -1.196733 -1.418401 -0.574977 -0.066 -0.013 0.034 -0.121
N -0.693185 -0.388621 -1.252842 -0.481 0.285 -0.012 0.024
H 0.868329 -2.001852 -3.708668 0.019 -0.009 -0.028 0.115
H -0.079664 -3.980679 -2.458057 -0.001 -0.004 -0.007 0.102
H -1.424673 -3.536280 -0.395370 -0.012 -0.024 0.019 0.099
H -1.766832 -1.171092 0.312339 0.009 0.027 0.005 0.100